(1)
Formula: C25H33O2TeV
Source: OMol25
Level of theory: wB97M-V/def2-TZVPD

Structure (XYZ):
```
62
C25H33O2TeV wB97M-V/def2-TZVPD
Te 1.9951 1.0029 2.0733
H -4.7884 1.7530 -0.7115
C -5.0915 3.8182 -0.0078
C 3.4139 -0.2462 -0.9185
H -2.8632 2.3633 1.6133
C -4.1031 4.1305 1.1475
C 6.4141 -0.9372 2.4940
H -1.8990 3.7836 0.9322
H -4.8258 -1.0072 -1.6161
H -2.7757 -0.5838 -4.2217
H 2.8142 1.9220 -0.5277
H 2.2487 -3.7561 -0.0855
H -0.5738 -1.8426 -2.5865
H -4.5320 3.8697 2.1336
H 1.0283 -1.0366 -3.1135
H 0.7929 -1.4961 3.3473
C 6.2258 0.0880 1.5599
O -2.9780 2.5991 -0.4722
H 0.5310 1.2941 -1.8146
H -3.0449 -0.8551 0.6791
C 2.0425 -2.5756 1.8312
C 0.9253 -1.8564 2.3368
H -3.2076 0.8830 -3.2123
H 3.1198 -2.2574 -1.8729
C -4.3586 2.7565 -0.8728
C 2.7403 -1.2446 -1.6803
C -3.8103 -1.2918 -1.3741
H -6.0230 3.4377 0.4348
H 4.8396 1.6104 0.8801
H 7.3798 -1.4300 2.5344
C 5.0217 0.7956 1.5801
C 2.5657 0.9387 -0.9170
C 0.3924 -2.6120 0.2453
H 7.0053 0.3244 0.8293
C 1.7121 -3.0518 0.5394
C 4.1927 -0.6650 3.3817
C 1.3802 0.6255 -1.6538
V 1.6345 -0.7782 0.2596
H -3.7876 5.1931 1.1293
C -1.5954 -2.0651 -2.3226
H -3.7911 -2.3780 -1.1426
C -0.0963 -1.8548 1.3523
C -2.5129 0.0272 -3.3509
H -0.1913 -3.0113 -0.5535
H 4.4027 -0.3621 -0.4905
H -1.0864 -1.4525 1.4792
O -2.1262 0.0185 -1.0362
H -5.3604 4.7062 -0.5827
H 5.5419 -2.2646 3.9708
H -4.4407 2.9555 -1.9484
H 2.9224 -2.8784 2.3632
C -3.2869 -0.3627 -0.2695
C -2.8496 3.2144 0.8600
H -2.0367 -2.7300 -3.0937
H 3.3852 -0.9465 4.0544
C -2.5072 -0.8703 -2.1290
C 1.5533 -0.6705 -2.2288
C 4.0052 0.3541 2.4362
H -1.6012 -2.6154 -1.3822
H -1.4850 0.4326 -3.5170
C 5.3903 -1.3797 3.3496
H -3.9871 0.4678 -0.1219
```

As for the electronic energy: -2334.7702 hartree. The calculation puts the largest force on an atom at 2.61 eV Å⁻¹. For the LUMO energy (spin up / spin down), the calculation gives 0.58 / 0.50 eV. Its spin multiplicity is 3. The total charge is 0.

(2)
Formula: BaH18O9
Source: OMol25
Level of theory: wB97M-V/def2-TZVPD

Structure (XYZ):
```
28
BaH18O9 wB97M-V/def2-TZVPD
H 0.7820 -3.2369 0.8037
O 2.7380 -1.0992 0.8869
O -2.2987 1.4766 0.1510
H -0.7516 3.3817 0.7793
H -1.4000 -1.4992 -2.5072
H -0.9356 1.1103 -2.3952
Ba 0.1417 0.1393 0.2775
H -2.6882 -1.6008 1.1214
H 2.8845 -1.9822 0.5633
H -2.1553 -1.4111 2.5281
O 0.1259 -2.6508 0.3855
O 1.6500 0.8346 2.5603
H 1.4671 -1.7411 -2.3725
H -0.1357 -3.1039 -0.3972
O 0.0513 2.8787 0.6452
H -2.6736 2.0585 -0.5285
H 2.5160 1.1741 2.3149
H 0.6225 3.1715 1.3607
O -0.1819 1.6332 -2.1791
H 1.8269 0.2786 3.4021
H -0.3472 2.5115 -2.4310
H 3.5727 -0.6617 0.6642
H -2.6346 1.8247 0.9320
H -2.2563 -0.2869 -2.4844
O 1.4868 -0.8382 -2.0110
O -2.1941 -0.9765 1.6766
H 2.3825 -0.6333 -1.7951
O -1.5950 -0.7514 -1.9514
```

As for the electronic energy: -713.0511 hartree. The calculation puts the largest force on an atom at 2.88 eV Å⁻¹. For the LUMO energy, the calculation gives -6.24 eV. The calculation puts the relative energy (zero: lowest compared OMol25 entry of this formula, charge and spin) at 112.14 kJ/mol. The total charge is +2.

(3)
Formula: C5H10ClNO
Source: OMol25
Level of theory: wB97M-V/def2-TZVPD

Structure (XYZ):
```
18
C5H10ClNO wB97M-V/def2-TZVPD
H 1.2131 2.5979 -0.9658
H 1.6549 -0.2345 -1.0380
N 0.7671 0.2560 -1.0500
C -1.5437 -0.3927 -0.8728
C -0.2017 -0.3193 -0.1365
Cl 2.6722 1.5929 0.6206
C 1.1198 1.8207 -0.2173
H -2.3110 -0.8083 -0.2254
O 0.0572 1.9421 0.5746
H -1.3376 0.7526 1.4402
C -0.3190 0.6663 1.0650
H 0.3511 0.3637 1.8784
H -1.4403 -1.0207 -1.7527
H 0.2540 -2.4060 -0.4515
C 0.2138 -1.7000 0.3740
H -1.8376 0.6021 -1.1942
H 1.1939 -1.6532 0.8459
H -0.5061 -2.0594 1.1055
```

As for the electronic energy: -786.6680 hartree. The calculation puts the largest force on an atom at 4.34 eV Å⁻¹. As for the SMILES: CC1(C)CO[C@@H](Cl)N1. For the LUMO energy, the calculation gives 0.85 eV. The calculation puts the relative energy (zero: lowest compared OMol25 entry of this formula, charge and spin) at 116.44 kJ/mol. The total charge is 0.